(1)
A cluster of 14 separate species, C33H51Cl2FN16O8P3 in total at a distorted geometry. Source: OMol25; level of theory: wB97M-V/def2-TZVPD.

Each line ends with the Löwdin charge.
Geometry (Å):
C  2.60562  -3.43856  6.13626  -0.10
O  1.78989  -4.48471  5.59339  -0.15
C  0.59923  -3.96484  5.09086  -0.18
C  0.80696  -3.20715  3.70522  -0.12
N  -0.27142  -3.41416  2.72989  -0.02
O  -0.48138  -4.46179  1.86965  0.06
C  -0.04056  -5.62509  2.36920  -0.24
N  0.09327  -6.64252  2.80869  0.26
C  -1.17530  -2.48471  2.64150  -0.26
P  -2.58840  -2.77144  1.41328  0.69
O  -3.45355  -4.03440  2.08783  -0.30
Cl  -3.87662  -1.17274  1.44365  0.36
C  -0.85045  -1.31837  3.59504  -0.61
Cl  -1.66884  -1.39545  5.22802  0.79
P  -1.31393  0.40549  3.02361  0.44
O  -1.15730  0.53247  1.56833  -0.27
O  -0.41194  1.49285  3.84638  -0.12
O  -2.86096  0.76669  3.40905  -0.19
C  0.67570  -1.63709  3.84943  -0.43
F  0.98401  -1.08458  5.07206  -0.02
P  1.94858  -0.99004  2.64682  0.63
N  1.88945  -1.86907  1.34274  -0.13
O  3.43302  -1.12237  3.34575  -0.14
O  1.70727  0.56285  2.21391  -0.15
H  2.00562  -2.69231  6.71717  0.04
H  3.40100  -3.79422  6.80498  0.11
H  3.07245  -2.90030  5.28272  0.07
H  -0.09167  -4.82088  4.94129  0.13
H  0.14207  -3.31838  5.85984  0.07
H  1.84845  -3.43351  3.40428  0.13
H  -2.98541  -4.41926  2.84404  0.06
H  -0.96836  2.00673  4.45327  0.10
H  -2.94450  0.91389  4.36706  0.07
H  1.69395  -1.26915  0.54422  0.01
H  3.74215  -2.02493  3.08698  0.05
H  2.16096  0.69216  1.36570  0.10
C  -0.92755  3.58044  0.21686  -0.05
C  -0.90413  3.96516  -1.20232  -0.25
N  -0.89601  4.25876  -2.30212  0.16
H  -0.04055  3.96094  0.72190  0.08
H  -1.81465  3.99029  0.69820  0.09
H  -0.94848  2.49448  0.30068  0.05
C  -4.40216  3.18220  -2.45274  -0.07
C  -5.44802  2.86478  -1.46520  -0.29
N  -6.25472  2.61978  -0.70237  0.13
H  -4.85609  3.37282  -3.42480  0.04
H  -3.84921  4.06575  -2.13762  0.07
H  -3.70996  2.34555  -2.54189  0.07
C  6.14601  -3.72579  0.77063  -0.05
C  5.12189  -4.11025  1.75163  -0.25
N  4.32335  -4.40827  2.50685  0.13
H  5.67448  -3.48323  -0.17966  0.02
H  6.69364  -2.85543  1.13012  0.04
H  6.84445  -4.54727  0.62114  0.10
C  3.29069  -3.72349  -2.44938  -0.05
C  4.76227  -3.74449  -2.41916  -0.27
N  5.89894  -3.75815  -2.39570  0.15
H  2.94355  -2.74983  -2.79189  0.08
H  2.92491  -4.49176  -3.12847  0.09
H  2.89818  -3.91234  -1.45033  0.07
C  7.56119  -1.18452  -5.03887  -0.07
C  6.35261  -0.35033  -4.92584  -0.29
N  5.41796  0.29032  -4.83869  0.11
H  7.39916  -2.13518  -4.53204  0.06
H  7.78713  -1.37376  -6.08689  0.08
H  8.40728  -0.67633  -4.57961  0.08
C  -5.40239  6.00967  -6.09731  -0.06
C  -5.40442  4.53791  -6.04571  -0.27
N  -5.40611  3.40211  -6.00593  0.14
H  -6.42126  6.37619  -6.20965  0.08
H  -4.97809  6.41089  -5.17830  0.08
H  -4.80630  6.34804  -6.94313  0.09
C  6.98795  0.24492  3.83712  -0.05
C  7.70292  -0.73934  3.00687  -0.26
N  8.25466  -1.49953  2.36692  0.14
H  7.32717  0.17254  4.86913  0.09
H  7.18331  1.25022  3.46741  0.08
H  5.91647  0.05168  3.79906  0.06
C  -5.95252  0.26716  -3.68093  -0.07
C  -4.90283  -0.15467  -2.73571  -0.28
N  -4.09265  -0.48024  -2.00642  0.12
H  -6.86812  0.49168  -3.13822  0.06
H  -5.62999  1.15836  -4.21966  0.06
H  -6.14888  -0.52787  -4.39592  0.06
C  2.21288  3.76910  4.75461  -0.06
C  2.16645  4.68085  5.91016  -0.28
N  2.13060  5.38252  6.80215  0.14
H  2.29933  4.34252  3.83297  0.08
H  3.07088  3.10439  4.84103  0.08
H  1.30480  3.17159  4.71671  0.05
C  0.61507  4.67213  -5.10894  -0.09
C  0.63126  5.05175  -6.53218  -0.26
N  0.64370  5.34695  -7.62936  0.14
H  1.50234  5.06134  -4.61234  0.08
H  -0.26923  5.08024  -4.62688  0.04
H  0.60148  3.58797  -5.01509  0.08
C  -0.37800  4.46259  -10.65990  -0.09
C  -1.54284  4.14399  -11.50461  -0.29
N  -2.44219  3.89835  -12.15446  0.12
H  -0.69258  5.04644  -9.79842  0.04
H  0.08996  3.54336  -10.31277  0.08
H  0.34799  5.03739  -11.23220  0.08
C  -10.09484  0.07316  -3.60547  -0.06
C  -9.12392  -0.25088  -4.66481  -0.28
N  -8.37686  -0.50062  -5.48371  0.15
H  -10.50272  -0.84470  -3.18553  0.08
H  -9.60486  0.64034  -2.81499  0.08
H  -10.90726  0.66781  -4.01933  0.08
C  -1.19747  -4.58808  8.98254  -0.04
C  -0.06640  -3.74544  8.55846  -0.22
N  0.81061  -3.09933  8.23065  0.16
H  -1.35157  -4.48497  10.05524  0.09
H  -2.10314  -4.28127  8.46137  0.08
H  -0.98758  -5.63119  8.75097  0.09

**HOMO energy**: -12.26 eV
**Net charge**: +1
**Calculated total energy**: -4809.97846 Ha
**Gap between HOMO and LUMO**: 6.661 eV



(2)
A cluster of 4 separate species, C33H51N5O4 in total at a distorted geometry. Source: OMol25; level of theory: wB97M-V/def2-TZVPD.

Each line ends with the Löwdin charge.
Geometry (Å):
C  0.94780  -5.14626  0.87791  -0.10
C  1.13953  -4.80112  -0.63030  -0.22
C  -0.10130  -4.17624  -1.29854  -0.21
O  -0.06187  -2.75602  -1.45525  -0.15
C  0.45515  -2.07602  -0.32240  -0.17
C  -0.02854  -0.63535  -0.33554  -0.12
C  0.76755  0.29000  -0.89151  0.00
C  0.37045  1.65201  -0.90283  -0.22
C  1.25081  2.75529  -1.48564  -0.13
C  1.74679  3.62322  -0.30015  -0.14
C  2.41610  2.75728  0.78295  -0.16
O  3.61970  3.42166  1.22410  -0.03
C  4.06411  2.91715  2.41877  -0.49
C  5.18452  1.88837  2.39930  0.02
O  3.61125  3.30376  3.47658  0.11
C  -0.81099  1.99507  -0.35173  0.01
C  -1.65464  1.03720  0.23888  -0.19
N  -2.82018  1.46825  0.81316  0.19
C  -3.52205  0.51622  1.36338  -0.27
C  -4.81041  0.88464  2.06418  -0.13
C  -6.08993  0.57609  1.23605  -0.15
C  -7.09293  1.72545  1.43273  -0.25
O  -7.39351  1.95269  2.79283  -0.18
C  -6.92786  3.18543  3.31370  -0.12
C  -3.12624  -0.84919  1.32799  -0.07
N  -2.02959  -1.30039  0.79023  0.17
C  -1.27263  -0.30054  0.24912  -0.16
H  1.11619  -6.20263  1.08843  0.06
H  1.66787  -4.55153  1.45268  0.07
H  -0.04062  -4.82926  1.22168  0.06
H  2.04605  -4.20758  -0.77175  0.10
H  1.32146  -5.74808  -1.15372  0.10
H  -1.02669  -4.42936  -0.75997  0.12
H  -0.17184  -4.58537  -2.31057  0.08
H  0.17440  -2.53376  0.63139  0.12
H  1.54945  -2.02131  -0.41811  0.12
H  1.72851  0.03945  -1.32360  0.09
H  0.70568  3.34944  -2.22174  0.12
H  2.09769  2.26363  -1.98019  0.11
H  0.83869  4.02551  0.15989  0.10
H  2.40292  4.43468  -0.61942  0.12
H  2.71036  1.78539  0.36233  0.12
H  1.73428  2.59301  1.62307  0.13
H  5.19520  1.31861  1.46487  0.08
H  6.14895  2.39538  2.49081  0.09
H  5.04554  1.20509  3.23640  0.09
H  -1.14053  3.03044  -0.34489  0.13
H  -4.83382  0.44062  3.06300  0.12
H  -4.76216  1.96953  2.20340  0.10
H  -6.53856  -0.32553  1.66943  0.11
H  -5.89556  0.41243  0.17342  0.12
H  -6.76209  2.61160  0.87718  0.12
H  -8.03030  1.40215  0.95202  0.12
H  -6.26344  2.96091  4.16239  0.09
H  -7.74130  3.79269  3.72762  0.08
H  -6.33874  3.77948  2.60836  0.08
H  -3.78837  -1.57757  1.79777  0.12
C  2.50315  4.04387  6.38052  -0.11
C  1.13455  4.16791  5.72500  -0.27
C  0.22629  5.19042  6.41523  -0.20
C  -0.11157  4.80201  7.78402  -0.24
N  -0.37087  4.49884  8.86028  0.14
H  2.42515  3.68604  7.40946  0.07
H  3.11745  3.33701  5.82823  0.05
H  3.02100  5.00539  6.38979  0.08
H  0.64969  3.18918  5.71155  0.11
H  1.26989  4.46948  4.68471  0.10
H  -0.69886  5.29436  5.84463  0.11
H  0.70510  6.17151  6.42192  0.12
C  -0.59996  -1.65945  -4.73330  -0.11
C  -0.75318  -2.33407  -6.09502  -0.25
C  -1.40792  -3.71927  -6.01913  -0.18
C  -0.59863  -4.68948  -5.28665  -0.21
N  0.03676  -5.45087  -4.70817  0.16
H  0.04991  -2.22071  -4.07129  0.03
H  -0.17134  -0.66569  -4.85213  0.07
H  -1.57085  -1.55450  -4.24385  0.09
H  0.22682  -2.41037  -6.57329  0.10
H  -1.36975  -1.70006  -6.73504  0.11
H  -1.56756  -4.09768  -7.03095  0.12
H  -2.39135  -3.64103  -5.55183  0.12
C  5.10319  -2.88049  -4.91933  -0.11
C  4.06092  -3.73326  -4.20394  -0.25
C  2.62553  -3.26183  -4.45132  -0.19
C  2.37919  -1.93057  -3.90576  -0.22
N  2.21525  -0.88162  -3.47062  0.19
H  5.09039  -1.84946  -4.56164  0.07
H  6.10289  -3.27914  -4.74401  0.07
H  4.92886  -2.87207  -5.99726  0.08
H  4.27125  -3.73795  -3.13219  0.11
H  4.14923  -4.76477  -4.54941  0.11
H  1.93022  -3.96300  -3.98770  0.09
H  2.40886  -3.26535  -5.52168  0.12

**HOMO energy**: -8.92 eV
**Net charge**: 0
**Calculated total energy**: -1862.71716 Ha
**Gap between HOMO and LUMO**: 8.942 eV
**SMILES string**: CCCOCc1cc(CCCOC(C)=O)cc2nc(CCCOC)cnc12.CCCC#N.CCCC#N.CCCC#N



Number 1: LUMO energy -0.206 Eh. Number 2: LUMO energy 0.001 Eh.